<a>
18
Properties=species:S:1:pos:R:3:mulliken_charge:R:1 method="wB97M-V/def2-TZVPD" smiles="NC(=O)CNCO.O" homo_lumo_gap_ha=0.343 homo_ev=-8.89 lumo_ev=0.4
N 0.859 -0.834 1.835 -0.35
C 0.383 -0.414 0.634 0.80
O 0.614 0.710 0.203 -0.63
C -0.487 -1.417 -0.135 -0.80
N -1.597 -0.801 -0.834 -0.21
C -1.343 -0.022 -1.998 -0.32
O -1.288 1.370 -1.757 -0.56
H 1.582 -0.305 2.301 0.19
H 0.544 -1.653 2.316 0.18
H -0.825 -2.119 0.641 0.32
H 0.045 -1.930 -0.936 0.24
H -2.445 -0.702 -0.309 0.21
H -2.185 -0.125 -2.684 0.31
H -0.375 -0.334 -2.381 0.25
H -0.555 1.577 -1.151 0.37
O 2.521 2.610 1.167 -0.59
H 2.960 1.965 1.731 0.29
H 1.593 2.426 1.357 0.31

=====

<b>
18
Properties=species:S:1:pos:R:3:mulliken_charge:R:1 method="wB97M-V/def2-TZVPD" homo_lumo_gap_ha=0.379 homo_ev=-9.85 lumo_ev=0.5
H -0.539 -0.621 0.018 0.61
O -1.703 -0.878 -0.158 -1.08
N 0.511 0.096 0.169 -0.14
H -2.230 -0.161 0.245 0.29
C 0.685 1.184 -0.602 -0.36
C 1.498 0.045 1.056 -0.25
C 1.810 1.860 -0.209 -0.37
N 2.304 1.112 0.860 -0.08
H 3.167 1.369 1.293 0.19
H 1.410 -0.640 1.887 0.36
H 2.292 2.807 -0.355 0.38
H 0.043 1.572 -1.374 0.37
O -0.258 -2.475 1.397 -0.65
H -0.984 -2.073 0.849 0.38
H -0.695 -3.284 1.649 0.31
O -2.244 0.101 -2.581 -0.69
H -1.891 -0.235 -1.709 0.47
H -3.175 0.220 -2.434 0.26

=====

Ranked by calculated energy, most stable first: <a>, <b>.

=====

<a>
20
Properties=species:S:1:pos:R:3:mulliken_charge:R:1 method="wB97M-V/def2-TZVPD" homo_lumo_gap_ha=0.310 homo_ev=-7.90 lumo_ev=0.5
C 0.347 0.183 0.790 0.70
C 1.653 -0.550 0.430 -0.60
C 0.511 1.666 1.033 -1.62
C -2.021 -0.182 -0.853 -1.11
C 0.761 -1.491 -0.262 0.58
C -0.640 0.323 -1.119 0.89
O -0.330 -0.359 1.896 -0.58
O 0.381 -0.996 -1.780 -0.52
O 0.137 -2.454 0.061 -0.51
O -0.333 1.348 -1.663 -0.61
H -0.637 -1.253 1.689 0.39
H 1.110 -0.512 -2.203 0.39
H 2.210 -1.009 1.250 0.30
H 2.279 0.051 -0.226 0.22
H 1.016 2.156 0.204 0.38
H -0.461 2.137 1.171 0.34
H 1.102 1.818 1.941 0.42
H -2.482 0.454 -0.100 0.27
H -1.995 -1.206 -0.488 0.31
H -2.607 -0.126 -1.773 0.36

=====

<b>
20
Properties=species:S:1:pos:R:3:mulliken_charge:R:1 method="wB97M-V/def2-TZVPD" smiles="C[C@]1(OO)C=C[C@@](C)(O)O1" homo_lumo_gap_ha=0.378 homo_ev=-9.56 lumo_ev=0.7
C -1.240 -0.900 1.964 -1.56
C -0.098 -0.234 1.218 1.14
O 1.050 -0.123 2.091 -0.27
O 2.230 0.428 1.423 -0.40
C -0.462 1.122 0.750 -0.51
C -0.041 1.330 -0.531 -0.81
C 0.407 0.049 -1.090 0.94
C -0.448 -0.342 -2.279 -1.57
O 1.769 0.144 -1.415 -0.51
O 0.232 -0.910 -0.005 -0.46
H -2.074 -0.946 1.276 0.37
H -1.490 -0.271 2.796 0.40
H -0.926 -1.903 2.333 0.36
H 2.050 0.477 0.444 0.56
H -0.900 1.879 1.386 0.43
H -0.166 2.252 -1.108 0.46
H -0.289 -1.409 -2.504 0.39
H -0.207 0.285 -3.174 0.34
H -1.478 -0.176 -2.016 0.37
H 2.078 -0.753 -1.560 0.35

=====

Ranked by calculated energy, most stable first: <a>, <b>.

=====

<a>
8
Properties=species:S:1:pos:R:3:mulliken_charge:R:1 method="wB97M-V/def2-TZVPD" homo_lumo_gap_ha="0.320 / 0.331" homo_ev="-9.40 / -9.53" lumo_ev="-0.7 / -0.5"
C -0.105 1.710 -0.311 0.36
C 0.176 -0.698 0.267 0.54
O -0.972 2.437 -0.084 -0.30
O -0.864 -1.426 0.709 -0.43
F 1.032 1.936 -0.965 -0.16
F 0.680 -1.070 -0.979 -0.21
F 1.115 -0.590 1.163 -0.16
H -1.063 -2.300 0.201 0.36

=====

<b>
8
Properties=species:S:1:pos:R:3:mulliken_charge:R:1 method="wB97M-V/def2-TZVPD" homo_lumo_gap_ha=0.386 homo_ev=-10.67 lumo_ev=-0.2
C -0.006 1.330 -0.335 0.83
C -0.183 -0.555 0.715 0.08
O 0.268 2.117 0.511 -0.42
O -0.740 -1.423 0.000 -0.25
F -1.130 1.025 -0.954 -0.19
F 0.905 0.749 -1.115 -0.22
F 1.016 -0.936 1.258 -0.19
H -0.129 -2.309 -0.079 0.36

=====

Ranked by calculated energy, most stable first: <b>, <a>.

=====

<a>
7
Properties=species:S:1:pos:R:3:mulliken_charge:R:1 method="wB97M-V/def2-TZVPD" smiles="S=c1nn[nH]o1" homo_lumo_gap_ha="0.274 / 0.274" homo_ev="-8.79 / -8.79" lumo_ev="-1.3 / -1.3"
S 1.417 1.180 1.895 -0.32
C 0.626 0.350 0.760 0.33
N 0.593 -0.956 0.691 -0.25
N -0.204 -1.279 -0.618 -0.17
N -0.656 -0.163 -0.972 0.30
O -0.232 0.920 -0.263 -0.20
H -1.544 -0.051 -1.493 0.30

=====

<b>
7
Properties=species:S:1:pos:R:3:mulliken_charge:R:1 method="wB97M-V/def2-TZVPD" homo_lumo_gap_ha=0.348 homo_ev=-10.30 lumo_ev=-0.8
C -0.106 0.063 0.205 0.56
H -1.704 0.632 2.231 0.19
N 0.720 0.577 -0.694 -0.24
N 1.459 -0.313 -1.071 -0.01
N 0.204 -1.145 0.514 -0.28
O 1.295 -1.330 -0.378 0.01
S -1.544 0.988 0.520 -0.24

=====

Ranked by calculated energy, most stable first: <a>, <b>.